This record from the OMol25 dataset describes an isolated ion of composition C7H12BrN2O and charge +1 at a distorted geometry. The level of theory is the ωB97M-V functional and the def2-TZVPD basis.

The SMILES is BrC1=NO[C@@]2(CCC[NH2+]C2)C1. As for the LUMO energy: -3.3 eV. The value obtained for the highest occupied orbital energy is -13.0 eV. Its energy above the lowest of the compared OMol25 structures with the same formula, charge and spin is 33.92 kcal/mol. The value obtained for the orbital gap is 9.7 eV.

The geometry in ORCA input format:
```
! RIJCOSX wB97M-V def2-TZVPD def2/J DEFGRID3
* xyz 1 1
Br -3.00412 -0.50378 3.56632
C -1.47293 -0.38810 2.47300
N -0.30116 -0.50743 3.00004
O 0.68324 -0.30682 1.97593
C 0.01538 0.20799 0.81391
C 0.65930 -0.49714 -0.40502
C 2.12281 -0.08866 -0.57888
C 2.29381 1.43511 -0.60486
N 1.68456 1.99990 0.59969
C 0.24064 1.74153 0.68980
C -1.48081 -0.11264 0.99822
H 0.10922 -0.28212 -1.31118
H 0.63348 -1.56997 -0.23797
H 2.69940 -0.53155 0.24647
H 2.55672 -0.52878 -1.49706
H 1.82738 1.84650 -1.50047
H 3.35706 1.71821 -0.66395
H 2.12259 1.52067 1.40562
H 1.85187 3.00969 0.65901
H -0.24554 2.11873 -0.23242
H -0.23785 2.20400 1.55192
H -2.15984 0.70435 0.77395
H -1.78415 -1.01862 0.44900
*
```

Mulliken atomic charge list, values in e, 6 entries:
1. Br -0.065
2. C 0.305
3. N -0.492
4. O -0.253
5. C 1.361
6. C -1.064

***

This record from the OMol25 dataset describes a 6-piece molecular cluster, C7H12Cl15NOP overall. The level of theory is the ωB97M-V functional and the def2-TZVPD basis.

As for the LUMO energy: 1.6 eV. The value obtained for the highest occupied orbital energy is -2.4 eV. The value obtained for the orbital gap is 3.9 eV.

The geometry in ORCA input format:
```
! RIJCOSX wB97M-V def2-TZVPD def2/J DEFGRID3
* xyz -1 1
C -1.85858 -3.22460 3.47569
N -0.41037 -3.06382 3.35410
P 0.26744 -3.11764 4.82618
C 0.47641 -4.93113 5.25550
O 1.89737 -2.88010 4.48333
H -2.38998 -2.51591 2.83028
H -2.24842 -3.06341 4.49702
H -2.18573 -4.23772 3.19873
H 1.48599 -5.29951 5.05137
H -0.22634 -5.55967 4.70926
H 0.29826 -5.05290 6.32685
H 2.03514 -1.94481 4.66014
C -2.60452 1.27532 4.29103
Cl -2.22434 0.68632 2.67868
Cl -4.35461 1.48477 4.49447
Cl -1.94661 0.20983 5.52210
H -2.14578 2.24704 4.40578
C 0.49199 2.06630 -0.39886
Cl -0.63910 3.19669 0.35790
Cl 0.16864 0.40756 0.06640
Cl 0.44730 2.25105 -2.15854
H 1.48703 2.32367 -0.06485
C -1.00276 4.11347 -5.67302
Cl -1.30815 4.88037 -4.12080
Cl -0.30598 5.27365 -6.81381
Cl 0.04294 2.70529 -5.50081
H -1.94843 3.78129 -6.07678
C 3.67974 5.39478 -7.75723
Cl 4.32962 5.59749 -9.38672
Cl 4.31872 3.93610 -7.00634
Cl 4.02035 6.81440 -6.76775
H 2.60700 5.28997 -7.83626
C -0.21163 -3.82612 -1.04883
Cl 0.48374 -2.41455 -1.87078
Cl 0.75503 -5.27408 -1.41011
Cl -0.35051 -3.54434 0.67959
H -1.19766 -3.98549 -1.46331
*
```

Mulliken atomic charge list, values in e, 6 entries:
1. C -1.042
2. N -0.192
3. P 0.047
4. C -1.082
5. O -0.548
6. H 0.195

***

This record from the OMol25 dataset describes C7H12Cl6CuF3O3S as an isolated structure at a distorted geometry. The level of theory is the ωB97M-V functional and the def2-TZVPD basis.

As for the LUMO energy (alpha / beta): -8.4 / -12.8 eV. The value obtained for the highest occupied orbital energy (alpha / beta) is -15.9 / -15.9 eV. The value obtained for the orbital gap (alpha / beta) is 7.5 / 3.1 eV.

The geometry in ORCA input format:
```
! RIJCOSX wB97M-V def2-TZVPD def2/J DEFGRID3
* xyz 2 3
Cu -1.49189 0.81680 -3.81024
C -0.44809 2.87661 -0.21797
F 0.46413 3.88362 -0.27381
F -0.33053 2.33966 1.03899
F -1.67308 3.34466 -0.49973
S 0.04225 1.53298 -1.55480
O 1.35394 0.99665 -1.16127
O -0.97702 0.50534 -1.58965
O 0.02990 2.06794 -2.92369
Cl -1.70930 -2.58471 0.92559
C -2.99031 -1.46045 1.46191
C -2.54072 -0.00089 1.65123
Cl -3.84574 1.12865 1.20974
H -3.46830 -1.85294 2.35945
H -3.76722 -1.51634 0.69941
H -1.71106 0.23077 0.98332
H -2.42143 0.20885 2.71419
Cl 2.35470 1.92656 3.74514
C 2.15226 1.33375 2.03333
C 3.43723 0.58444 1.53327
Cl 3.57419 -1.08213 2.13969
H 2.06520 2.21777 1.40164
H 1.31738 0.66145 1.83560
H 4.26723 1.23918 1.79882
H 3.51068 0.50542 0.44862
Cl 2.43492 -2.26073 -1.84980
C 0.77319 -2.33686 -1.34188
C -0.16632 -2.69424 -2.49008
Cl -0.28841 -1.41221 -3.79505
H 0.59681 -1.50260 -0.66291
H 0.55917 -3.19723 -0.70780
H -1.20916 -2.83173 -2.20431
H 0.10556 -3.66817 -2.89706
*
```

Mulliken atomic charge list, values in e, 6 entries:
1. Cu 0.786
2. C 0.563
3. F -0.187
4. F -0.140
5. F -0.165
6. S 1.404

***

This record from the OMol25 dataset describes a 2-piece molecular cluster, C7H12ClN2 overall at a distorted geometry. The level of theory is the ωB97M-V functional and the def2-TZVPD basis.

As for the LUMO energy: -3.4 eV. The value obtained for the highest occupied orbital energy is -11.6 eV. Its energy above the lowest of the compared OMol25 structures with the same formula, charge and spin is 51.58 kcal/mol. The value obtained for the orbital gap is 8.2 eV.

The geometry in ORCA input format:
```
! RIJCOSX wB97M-V def2-TZVPD def2/J DEFGRID3
* xyz 1 1
C 1.52119 2.04030 -1.21509
C 0.76045 1.47903 -0.17345
C 1.48906 1.14375 -2.28385
C 0.40270 0.21575 -0.55731
C 0.62123 -0.91324 2.22378
C -2.28690 -0.59744 -0.45609
C -0.27163 -0.86530 0.05353
N 0.74503 0.06121 -1.90080
N -0.61437 -0.72496 1.50356
Cl -3.08957 0.47031 0.61862
H 2.23481 2.91279 -1.21650
H 0.75471 1.98073 0.79086
H 1.79191 1.32429 -3.29008
H 1.39992 -0.18858 2.13356
H 0.33924 -0.86544 3.32390
H 0.96815 -1.85875 1.92004
H -2.59081 -1.64962 -0.48721
H -2.23890 -0.04376 -1.54366
H -0.18325 -1.86095 -0.21552
H 0.67596 -0.85283 -2.44403
H -1.39821 -1.43203 1.72972
H -1.03071 0.22473 1.48602
*
```

Mulliken atomic charge list, values in e, 6 entries:
1. C -0.741
2. C -0.289
3. C -0.404
4. C 0.236
5. C -0.884
6. C -0.390

***

This record from the OMol25 dataset describes an isolated ion of composition C7H12ClN2S and charge +1 at a distorted geometry. The level of theory is the ωB97M-V functional and the def2-TZVPD basis.

The SMILES is C[C@@]1(S)CC=CNC(=[NH2+])[C@H]1Cl. As for the LUMO energy: -4.2 eV. The value obtained for the highest occupied orbital energy is -13.1 eV. Its energy above the lowest of the compared OMol25 structures with the same formula, charge and spin is 11.13 kcal/mol. The value obtained for the orbital gap is 8.9 eV.

The geometry in ORCA input format:
```
! RIJCOSX wB97M-V def2-TZVPD def2/J DEFGRID3
* xyz 1 1
C 2.38115 0.68293 0.01779
C 0.89927 0.37476 0.41492
S 1.01098 -1.34147 1.26503
C 0.08513 1.36321 1.20954
C -1.40352 1.05394 1.19548
C -2.24194 0.21821 0.58982
N -1.99997 -0.89065 -0.24286
C -0.82813 -1.01994 -0.86199
N -0.54645 -2.02825 -1.72360
C 0.27140 0.00012 -0.93114
Cl -0.34701 1.37176 -1.86495
H 2.76316 0.01910 -0.67117
H 2.89762 0.54512 0.89536
H 2.52242 1.73193 -0.50456
H 1.91724 -0.95466 2.21311
H 0.10696 2.33003 0.53764
H 0.46434 1.38267 2.14191
H -2.01945 1.81186 1.78915
H -3.31448 0.45926 0.74579
H -2.68716 -1.49757 -0.63512
H 0.31296 -2.21833 -2.19891
H -1.13580 -2.82571 -1.71745
H 0.89126 -0.56831 -1.66379
*
```

Mulliken atomic charge list, values in e, 6 entries:
1. C -1.575
2. C 0.685
3. S -0.143
4. C -0.832
5. C -0.287
6. C -0.243

***

This record from the OMol25 dataset describes C7H12F6O11S2V as an isolated structure at a distorted geometry. The level of theory is the ωB97M-V functional and the def2-TZVPD basis.

As for the LUMO energy (alpha / beta): 2.1 / -0.1 eV. The value obtained for the highest occupied orbital energy (alpha / beta) is -5.6 / -6.5 eV. Its energy above the lowest of the compared OMol25 structures with the same formula, charge and spin is 18.99 kcal/mol. The value obtained for the orbital gap (alpha / beta) is 7.7 / 6.3 eV.

The geometry in ORCA input format:
```
! RIJCOSX wB97M-V def2-TZVPD def2/J DEFGRID3
* xyz -1 5
V -1.95174 1.72285 -12.41416
C 0.35550 2.18369 -8.37224
F 0.84858 2.81811 -9.42383
F 1.31166 1.71735 -7.59842
F -0.32969 3.09838 -7.69124
S -0.80941 0.77246 -9.02862
O -1.26667 1.17618 -10.38080
O 0.01137 -0.38844 -9.17616
O -1.85956 0.62941 -8.04438
C -6.41533 0.66163 -10.86759
F -6.90534 0.53517 -12.10835
F -6.52374 1.89539 -10.43100
F -7.10449 -0.21730 -10.14976
S -4.62880 0.07175 -10.69184
O -4.22447 0.42464 -9.32951
O -4.72783 -1.36313 -10.88947
O -3.75768 0.78538 -11.67902
C -2.63697 0.95745 -14.82377
O -1.94935 0.29835 -14.09322
O -2.79265 2.02369 -14.27386
O -2.85225 0.62674 -16.00024
C 2.66125 2.21461 -12.48688
C 1.34615 1.35338 -12.40021
O 0.21876 2.12358 -12.80980
H 2.71995 2.72101 -13.45031
H 3.53254 1.56190 -12.43273
H 2.73332 2.96726 -11.70175
H 1.36239 0.72567 -11.50925
H 1.52828 0.63947 -13.20349
H 0.47760 2.51401 -13.64775
C -2.28519 5.25733 -10.22620
C -2.99503 3.98140 -10.52052
O -2.65466 3.74547 -11.84274
H -2.69108 5.52518 -9.25070
H -2.52851 6.04851 -10.93537
H -1.21946 5.02901 -10.21322
H -4.08048 4.01093 -10.42551
H -2.66912 3.11721 -9.94168
H -3.32011 4.22066 -12.34569
*
```

Mulliken atomic charge list, values in e, 6 entries:
1. V 1.039
2. C 0.592
3. F -0.236
4. F -0.230
5. F -0.241
6. S 1.259

***

This record from the OMol25 dataset describes C7H12FeO3 as an isolated structure at a distorted geometry. The level of theory is the ωB97M-V functional and the def2-TZVPD basis.

As for the LUMO energy (alpha / beta): -9.6 / -8.3 eV. The value obtained for the highest occupied orbital energy (alpha / beta) is -13.3 / -18.6 eV. Its energy above the lowest of the compared OMol25 structures with the same formula, charge and spin is 76.73 kcal/mol. The value obtained for the orbital gap (alpha / beta) is 3.7 / 10.3 eV.

The geometry in ORCA input format:
```
! RIJCOSX wB97M-V def2-TZVPD def2/J DEFGRID3
* xyz 2 5
C -2.68782 1.48588 -0.20022
C -3.77452 1.94518 -0.83541
H -1.94765 -0.56644 -0.11837
H -2.63899 1.46775 0.89137
H -3.93633 3.01484 -0.98922
H -4.47670 1.26105 -1.31706
H -1.92523 2.18203 -0.66884
O 4.72270 0.64461 1.49489
C 3.72687 0.61741 0.71385
O 3.60633 1.50480 -0.18199
O 2.81757 -0.31227 0.89731
C 1.66383 -0.30252 0.05144
C 0.82180 -1.50330 0.44427
C -0.30375 -1.79931 -0.42773
C -1.65068 -1.81117 -0.02505
Fe 5.22464 2.18792 0.48308
H 1.97851 -0.36595 -0.99805
H 1.10499 0.62940 0.20476
H 0.54019 -1.51777 1.50579
H 1.41755 -2.43579 0.27565
H -0.09320 -1.95077 -1.49392
H -2.34326 -2.29360 -0.72362
H -1.84683 -2.08196 1.01709
*
```

Mulliken atomic charge list, values in e, 6 entries:
1. C -0.393
2. C -0.686
3. H -0.090
4. H 0.450
5. H 0.330
6. H 0.282

***

This record from the OMol25 dataset describes C7H12HgN4O3S as an isolated structure at a distorted geometry. The level of theory is the ωB97M-V functional and the def2-TZVPD basis.

As for the LUMO energy: -7.1 eV. The value obtained for the highest occupied orbital energy is -16.7 eV. Its energy above the lowest of the compared OMol25 structures with the same formula, charge and spin is 0.00 kcal/mol. The value obtained for the orbital gap is 9.5 eV.

The geometry in ORCA input format:
```
! RIJCOSX wB97M-V def2-TZVPD def2/J DEFGRID3
* xyz 2 1
Hg 0.30355 0.47941 -0.10912
O -0.90614 0.87761 -1.81535
C -0.64314 0.60195 -3.02761
O 1.16120 -1.30298 -1.33161
C 1.01341 -1.30059 -2.56466
O 1.69077 -2.15218 -3.31788
N 0.18663 -0.48419 -3.35144
C 1.25539 -2.00630 -4.70992
C 0.41631 -0.78768 -4.76667
H 0.67126 -2.86960 -5.02108
H 2.12013 -1.91700 -5.36022
H -0.54384 -0.92210 -5.25076
H 0.94541 0.05294 -5.20801
C -1.24610 1.44254 -4.03939
C -1.44721 2.75366 -3.79233
H -1.59679 0.99363 -4.97353
H -1.12027 3.17180 -2.85522
H -1.93875 3.43452 -4.47145
N -1.17321 -0.88760 1.56198
N -0.72558 -0.37090 2.80013
C 0.24045 0.54383 2.93773
N 0.53597 0.86284 4.21382
S 1.20384 1.40954 1.80997
H -1.06848 -1.90402 1.53726
H -2.17258 -0.71619 1.44978
H -1.13107 -0.69899 3.66017
H 1.28454 1.56302 4.30591
H 0.08382 0.46585 5.02669
*
```

Mulliken atomic charge list, values in e, 6 entries:
1. Hg 1.322
2. O -0.879
3. C 1.175
4. O -0.740
5. C 0.657
6. O -0.283

***

This record from the OMol25 dataset describes C7H12HoO3 as an isolated structure at a distorted geometry. The level of theory is the ωB97M-V functional and the def2-TZVPD basis.

As for the LUMO energy (alpha / beta): -11.9 / -15.4 eV. The value obtained for the highest occupied orbital energy (alpha / beta) is -18.4 / -18.3 eV. The value obtained for the orbital gap (alpha / beta) is 6.5 / 2.9 eV.

The geometry in ORCA input format:
```
! RIJCOSX wB97M-V def2-TZVPD def2/J DEFGRID3
* xyz 3 5
C 1.25559 3.12966 1.55624
C 0.01902 3.23079 2.05834
H 1.42170 2.90969 0.49884
H 2.12176 3.49995 2.10825
H -0.85954 3.13261 1.41648
H -0.15994 3.69874 3.02950
H 0.89368 1.01161 2.48402
O 0.54483 -4.66198 -2.28577
C -0.03302 -3.78645 -1.57737
O -1.19496 -3.39154 -1.89092
O 0.62218 -3.27810 -0.55882
C -0.00150 -2.22950 0.18797
C 0.96650 -1.84394 1.29230
C 0.43152 -0.98014 2.33058
C 1.18699 -0.05345 3.07433
Ho -1.33504 -5.10017 -3.90562
H -0.95160 -2.58893 0.60337
H -0.19622 -1.37566 -0.47324
H 1.94386 -1.50182 0.92604
H 1.17870 -2.74611 1.92108
H -0.62653 -1.09982 2.59579
H 0.83607 0.12046 4.09766
H 2.27551 -0.14307 3.00394
*
```

Mulliken atomic charge list, values in e, 6 entries:
1. C -0.192
2. C -0.103
3. H 0.330
4. H 0.325
5. H 0.317
6. H 0.315